[1]
Formula: C2H4O4
Source: OMol25
Level of theory: ωB97M-V with the def2-TZVPD basis set

Calculated values
* highest occupied orbital energy: -10.86 eV
* SMILES: O=CO.O=CO
* lowest unoccupied orbital energy: 0.63 eV
* orbital gap: 0.4222 hartree
* energy above the lowest of the compared OMol25 structures with the same formula, charge and spin: 150.99 kJ/mol

Last column: Mulliken charge in e.
CARTESIAN COORDINATES (ANGSTROEM)
O -2.80858 -1.27771 0.65702  -0.43
C -1.66337 -0.88090 0.70244  0.30
O -1.38759 0.57188 0.65228  -0.44
H -0.78497 -1.59760 0.73657  0.26
H -2.09839 0.99128 1.21044  0.32
O 2.69959 1.39500 -0.52624  -0.50
C 1.79704 0.56371 -0.40349  0.40
O 1.48557 -0.26092 -1.42901  -0.41
H 1.29885 0.26503 0.65359  0.17
H 1.46185 0.23021 -2.25360  0.33

Atoms 1-2, force components in eV/Å:
O 2.32 0.65 0.37
C -1.97 1.38 -0.47



[2]
Formula: C6H10Cl2O2
Source: OMol25
Level of theory: ωB97M-V with the def2-TZVPD basis set

Calculated values
* highest occupied orbital energy (alpha / beta): -7.57 / -7.36 eV
* lowest unoccupied orbital energy (alpha / beta): 0.00 / 0.39 eV
* orbital gap (alpha / beta): 0.2782 / 0.2849 hartree
* energy above the lowest of the compared OMol25 structures with the same formula, charge and spin: 0.00 kJ/mol

Last column: Mulliken charge in e.
CARTESIAN COORDINATES (ANGSTROEM)
C 0.29052 0.85892 -1.93105  -0.44
C -0.07394 1.61266 -2.97097  -0.25
C -2.18602 0.05024 -0.76999  -0.61
C 1.15526 -1.51644 0.45905  -0.66
C 0.04477 0.69624 2.09704  -0.52
C -0.65849 0.03949 1.00956  0.47
O -1.55541 0.56635 0.20330  -0.24
O -0.25760 -1.25322 0.74347  -0.41
Cl -1.09634 0.96844 -4.20460  -0.18
Cl 1.68717 1.56890 1.62652  -0.25
H 0.01755 -0.13295 -1.81045  0.36
H 0.86464 1.26308 -1.10455  0.04
H -2.85809 0.69009 -1.34087  0.29
H -1.71697 -0.89655 -1.17315  0.39
H 0.19239 2.58750 -3.10569  0.46
H 1.06261 -2.29651 -0.34182  0.21
H 1.46855 -1.81235 1.37994  0.33
H 1.60747 -0.50369 0.16877  0.30
H -0.67564 1.46001 2.36348  0.38
H 0.19936 0.06149 3.01425  0.34

Atoms 1-2, force components in eV/Å:
C 0.64 2.30 -0.68
C -0.26 -3.19 1.36



[3]
Formula: C35H42BCoF4N3O9P
Source: OMol25
Level of theory: ωB97M-V with the def2-TZVPD basis set

Calculated values
* highest occupied orbital energy (alpha / beta): -5.17 / -5.14 eV
* lowest unoccupied orbital energy (alpha / beta): 2.18 / 2.18 eV
* spin multiplicity: 2
* total charge: -1
* orbital gap (alpha / beta): 0.2699 / 0.2688 hartree
* energy above the lowest of the compared OMol25 structures with the same formula, charge and spin: 68.39 kJ/mol

Last column: Mulliken charge in e.
CARTESIAN COORDINATES (ANGSTROEM)
Co -2.11290 1.47430 0.02514  0.92
C 1.71144 -1.46907 6.42699  -1.01
O 1.01383 -1.44605 5.20264  -0.36
C 1.49169 -2.21986 4.18101  0.89
C 2.42790 -3.22456 4.32383  -0.45
C 2.86242 -3.93950 3.21174  -0.84
C 2.38309 -3.61228 1.95858  -1.45
C 1.44006 -2.60376 1.80229  0.08
C 0.95440 -1.91913 2.91447  0.02
N -0.00986 -0.91771 2.87083  -0.18
C -0.64649 -0.43709 1.72323  0.16
N -1.16856 -1.41791 0.97143  0.73
C -2.07931 -1.43557 -0.09428  -0.60
C -2.60115 -0.29948 -0.70765  1.28
C -3.59906 -0.52692 -1.65590  -0.89
C -4.00527 -1.79565 -2.03287  -0.93
C -3.43057 -2.91245 -1.44523  -0.50
C -2.47857 -2.72835 -0.46641  0.47
O -1.88480 -3.81714 0.17178  -0.54
C -2.59832 -4.29629 1.30788  -0.93
N -0.77020 0.82193 1.46153  0.03
C -0.03312 1.82443 2.10840  -0.02
C 1.24038 1.64234 2.65101  0.07
C 1.94032 2.70192 3.20502  -1.14
C 1.39329 3.97009 3.19443  -0.83
C 0.15193 4.18451 2.61381  -0.64
C -0.55988 3.12844 2.06849  0.39
O -1.77008 3.25748 1.46374  0.08
C -2.20398 4.56799 1.11846  -1.03
H 1.27208 -0.67888 7.03142  0.27
H 2.77625 -1.26390 6.28281  0.43
H 1.59086 -2.42671 6.94210  0.33
H 2.82301 -3.46299 5.30167  0.38
H 3.58063 -4.73854 3.33545  0.41
H 2.74344 -4.13792 1.08440  0.42
H 1.10168 -2.33883 0.80979  0.49
H -0.02289 -0.30717 3.67328  0.72
H -0.98666 -2.34926 1.31150  0.54
H -4.08732 0.32915 -2.10915  0.67
H -4.77092 -1.92581 -2.78867  0.43
H -3.72021 -3.91956 -1.71806  0.41
H -3.13123 -5.21947 1.06362  0.30
H -3.31713 -3.55882 1.67083  0.35
H -1.86810 -4.51066 2.09241  0.27
H 1.72025 0.67910 2.58581  0.26
H 2.92062 2.52768 3.62849  0.41
H 1.94007 4.80622 3.60930  0.38
H -0.25139 5.18625 2.59142  0.43
H -3.12097 4.43631 0.55147  0.20
H -1.45464 5.06535 0.50040  0.39
H -2.42141 5.15006 2.01747  0.28
C 1.46132 1.87974 -4.99754  -1.31
C 1.90091 0.80619 -4.01507  0.42
O 0.98029 -0.27618 -3.98796  -0.45
P -0.21420 -0.31112 -2.80968  0.11
O -1.32556 -1.02291 -3.78047  -0.30
C -2.04447 -0.18488 -4.67290  -0.16
C -1.81396 -0.65767 -6.09806  -1.46
O 0.24014 -1.63749 -1.99645  0.21
C 0.56620 -2.87644 -2.62410  -0.23
C 2.05488 -3.15080 -2.49321  -1.08
H 2.15661 2.71932 -4.97105  0.46
H 0.47034 2.24177 -4.72081  0.21
H 1.42404 1.48030 -6.01189  0.32
H 2.00748 1.24032 -3.01820  -0.23
H 2.86839 0.38988 -4.31180  0.37
H -1.73159 0.85929 -4.55658  0.27
H -3.10338 -0.24765 -4.41156  0.35
H -0.75054 -0.61522 -6.33162  0.24
H -2.36210 -0.03126 -6.80283  0.41
H -2.15103 -1.69001 -6.19174  0.32
H 0.27477 -2.85408 -3.67463  0.28
H -0.01158 -3.65126 -2.11332  0.29
H 2.62126 -2.35914 -2.98253  0.17
H 2.29845 -4.10700 -2.95858  0.44
H 2.34196 -3.17911 -1.44094  0.06
F -5.82396 0.88458 1.26513  -0.38
B -4.67978 1.60221 1.55313  0.42
F -4.92164 2.60306 2.47852  -0.37
F -3.64168 0.74908 1.99008  -0.18
F -4.16699 2.20859 0.32934  -0.55
O 2.64101 4.65580 -0.50486  -0.80
C 2.71324 3.32439 -0.37416  0.71
C 3.93175 2.74863 -0.00513  -0.93
C 4.04846 1.37851 0.12594  -0.76
C 2.94971 0.55690 -0.10282  -1.50
C 1.73635 1.12140 -0.45067  1.60
C 1.59623 2.49844 -0.59471  0.53
C 0.25806 3.11831 -0.91808  0.90
O 0.20235 4.37119 -0.98164  -0.97
O -0.72845 2.35444 -1.12950  -0.73
H 1.67463 4.82717 -0.73049  0.33
H 4.77038 3.40527 0.18773  0.37
H 5.00474 0.94360 0.39211  0.34
H 3.03696 -0.51744 0.00700  0.42
H 0.86539 0.50503 -0.60553  -0.71

Atoms 1-2, force components in eV/Å:
Co -0.26 -0.57 0.96
C 0.00 0.03 0.12



[4]
Formula: C2F6INO2S
Source: OMol25
Level of theory: ωB97M-V with the def2-TZVPD basis set

Calculated values
* highest occupied orbital energy (alpha / beta): -9.78 / -9.78 eV
* lowest unoccupied orbital energy (alpha / beta): -1.85 / -1.85 eV
* orbital gap (alpha / beta): 0.2914 / 0.2914 hartree
* energy above the lowest of the compared OMol25 structures with the same formula, charge and spin: 113.45 kJ/mol

Last column: Mulliken charge in e.
CARTESIAN COORDINATES (ANGSTROEM)
C 1.71958 0.47300 -0.15636  0.87
C -1.49985 -0.49535 -0.75567  0.77
N 1.38357 0.02741 1.09765  -0.67
O -1.23394 1.33527 1.33932  -0.51
O -1.13148 -1.02629 1.85645  -0.54
F 0.99177 1.55930 -0.43025  -0.23
F 1.42096 -0.34898 -1.18132  -0.25
F 3.03470 0.76698 -0.35375  -0.25
F -2.78775 -0.58979 -0.47796  -0.18
F -1.22255 0.29124 -1.69208  -0.14
F -0.89623 -1.66451 -0.93775  -0.20
S -0.84881 0.04057 0.96538  1.07
I 1.90274 -1.75508 1.77395  0.27

Atoms 1-2, force components in eV/Å:
C 1.09 0.17 -1.70
C 0.96 -1.52 2.79